A 10-piece molecular cluster, C46H47Cl2N9 overall at a distorted geometry, computed with the ωB97M-V functional and the def2-TZVPD basis.

Output
- Energy relative to the best compared isomer or geometry (same formula, charge and spin): 235.29 kJ/mol
- Multiplicity: 1
- Largest force on an atom: 3.6 eV/Å
- Frontier orbital gap: 9.760 eV
- E_HOMO: -9.42 eV
- SMILES string: c1ccncc1.c1ccncc1.c1ccncc1.c1ccncc1.c1ccncc1.c1ccncc1.c1ccncc1.c1ccncc1.c1ccncc1.ClCCl

Element x y z (Å)
C 2.7762 1.6210 3.8771
C 3.3641 0.5216 4.4836
C 4.2138 -0.3229 3.7337
N 4.6434 -0.0314 2.4605
C 4.0410 1.0462 1.8963
C 3.1780 1.9197 2.5846
H 2.0622 2.1885 4.4554
H 3.1225 0.3301 5.5186
H 4.6741 -1.1784 4.2055
H 4.2658 1.0947 0.8411
H 2.6786 2.7646 2.1339
C -4.1196 2.3125 0.6119
C -5.1359 3.2335 0.2506
C -6.1595 2.7734 -0.5427
N -6.3251 1.4979 -0.9479
C -5.3730 0.6183 -0.5855
C -4.2671 0.9669 0.1972
H -3.2713 2.6313 1.1993
H -5.1888 4.2943 0.4465
H -6.8562 3.4660 -0.9914
H -5.5073 -0.4373 -0.7697
H -3.5469 0.2066 0.4610
C 0.9460 -2.2254 -3.6706
C -0.3681 -1.8555 -4.0186
C -0.9834 -2.4585 -5.1387
N -0.2621 -3.4094 -5.8270
C 0.9851 -3.7123 -5.4610
C 1.6697 -3.1843 -4.3830
H 1.5361 -1.7829 -2.8817
H -0.9251 -1.1451 -3.4257
H -2.0159 -2.2735 -5.3960
H 1.4256 -4.5161 -6.0322
H 2.6892 -3.4691 -4.1687
C 0.7198 -3.6024 2.3669
C -0.0688 -4.5531 3.0391
C -0.2772 -4.3438 4.4114
N 0.3024 -3.3308 5.1474
C 0.9555 -2.3995 4.4706
C 1.0829 -2.4536 3.0988
H 1.0592 -3.6795 1.3445
H -0.4515 -5.3605 2.4325
H -0.9656 -5.0420 4.8641
H 1.2749 -1.5241 5.0166
H 1.6767 -1.6834 2.6292
C 4.2037 5.0637 0.3136
C 2.9993 4.5373 -0.1346
C 3.0664 3.6159 -1.2137
N 4.2106 3.1647 -1.6782
C 5.3775 3.7011 -1.2550
C 5.3736 4.6842 -0.2680
H 4.0705 5.8412 1.0512
H 2.0577 4.9020 0.2483
H 2.1736 3.1837 -1.6410
H 6.3030 3.2963 -1.6370
H 6.2775 5.1337 0.1158
C -2.6915 -2.6121 -1.1100
C -3.1402 -3.3720 0.0295
C -4.3894 -3.9489 -0.0912
N -5.2286 -3.7551 -1.1445
C -4.7919 -2.9938 -2.1249
C -3.5043 -2.4388 -2.2249
H -1.7156 -2.1555 -1.1845
H -2.5169 -3.5596 0.8913
H -4.7082 -4.5953 0.7132
H -5.5709 -2.8616 -2.8613
H -3.1858 -1.8715 -3.0870
C 0.3042 5.9734 -3.0688
C 0.4638 6.9591 -2.1131
C -0.0277 6.6539 -0.8239
N -0.5906 5.4135 -0.4844
C -0.6614 4.4955 -1.4887
C -0.2609 4.7384 -2.7974
H 0.6019 6.1728 -4.0876
H 1.0085 7.8423 -2.4124
H 0.0011 7.3419 0.0081
H -1.0566 3.5428 -1.1685
H -0.3165 3.8993 -3.4751
C 4.8111 -1.9797 -3.1520
C 4.3270 -0.7225 -3.2613
C 3.6585 -0.1673 -2.1873
N 3.4235 -0.8478 -1.0193
C 3.8052 -2.1443 -0.9400
C 4.4876 -2.7826 -1.9874
H 5.3970 -2.4653 -3.9183
H 4.4728 -0.1671 -4.1760
H 3.1732 0.7860 -2.3363
H 3.4889 -2.7203 -0.0829
H 4.9349 -3.7537 -1.8354
C -3.6596 -1.2608 3.1447
C -4.8967 -1.6709 2.7205
C -5.4837 -2.7549 3.3609
N -4.8558 -3.4009 4.4019
C -3.6592 -2.8912 4.7615
C -3.0287 -1.8227 4.2128
H -3.2529 -0.3591 2.7112
H -5.4697 -1.0985 2.0061
H -6.5008 -3.0038 3.0964
H -3.1987 -3.4034 5.5934
H -2.0463 -1.4578 4.4741
Cl 0.3676 1.2953 -1.0931
C 0.6651 0.0716 0.1616
Cl -0.7713 -0.5054 1.0666
H 1.0624 -0.8119 -0.3381
H 1.3386 0.5345 0.8828



C46H48AsBr2N5O4SSi2W as an isolated structure at a distorted geometry, computed with the ωB97M-V functional and the def2-TZVPD basis.

Output
- Energy relative to the best compared isomer or geometry (same formula, charge and spin): 193.31 kJ/mol
- Multiplicity: 1
- Largest force on an atom: 2.6 eV/Å
- Frontier orbital gap (alpha / beta): 5.529 / 5.519 eV
- E_HOMO (alpha / beta): -5.82 / -5.69 eV

Element x y z (Å)
W -0.1474 0.4913 -0.3031
C -7.5776 -1.1947 1.3093
O -6.5581 -0.3663 0.7739
C -5.2680 -0.7336 0.9979
C -4.9059 -1.8325 1.7982
C -3.5721 -2.0960 2.0005
C -2.5589 -1.3180 1.4144
C -1.1814 -1.5162 1.7131
C -0.6548 -2.5238 2.6838
O -0.3146 -0.7728 1.1794
C -2.9539 -0.2650 0.5539
O -2.0867 0.4591 -0.1313
C -4.3013 0.0413 0.3890
H -8.5211 -0.7549 1.0003
H -7.5378 -1.2227 2.4001
H -7.5076 -2.2121 0.9182
H -5.6477 -2.4621 2.2617
H -3.2996 -2.9295 2.6351
H -1.3485 -2.7084 3.5036
H 0.2851 -2.1598 3.0972
H -0.4530 -3.4820 2.1932
H -4.5886 0.8859 -0.2240
Br -2.3126 2.9274 3.0020
C -0.6446 2.1263 3.2812
C -0.1815 1.9042 4.6117
C 1.0151 1.3057 4.8421
Br 1.5943 1.0464 6.6263
C 1.8233 0.8449 3.7615
C 3.0796 0.1880 3.8603
C 3.7168 -0.2288 2.7310
C 3.0852 -0.0324 1.4694
N 1.9407 0.5676 1.3665
C 1.3306 1.0447 2.4705
C 0.1114 1.7461 2.2174
O -0.1851 1.9877 0.9397
H -0.7971 2.2268 5.4395
H 3.5181 0.0224 4.8363
H 4.6809 -0.7178 2.7793
H 3.5230 -0.3914 0.5361
N -1.0878 -3.5681 -2.3463
C -2.1843 -2.8793 -2.8329
C -3.1968 -3.2610 -3.7148
C -4.1471 -2.3087 -3.9973
C -4.0811 -1.0199 -3.4261
C -3.0685 -0.6565 -2.5712
C -2.0966 -1.6146 -2.2612
N -0.9405 -1.5535 -1.4586
C -0.4001 -2.7338 -1.5257
C 0.7604 -3.3062 -0.7701
C 1.0735 -4.6314 -0.7962
S 2.3946 -4.9424 0.2168
C 2.4423 -3.2790 0.6317
N 1.5477 -2.5472 0.0531
H -0.8323 -4.5106 -2.5749
H -3.2272 -4.2485 -4.1560
H -4.9565 -2.5501 -4.6736
H -4.8397 -0.2910 -3.6790
H -3.0008 0.3367 -2.1584
H 0.6130 -5.4372 -1.3441
H 3.1728 -2.8968 1.3333
C 2.8274 0.9711 -4.9785
Si 2.7724 -0.3279 -3.6767
C 4.4779 -0.9444 -3.3136
C 1.7484 -1.7996 -4.1907
As 1.7809 0.2939 -1.7270
Si 2.6115 2.4726 -1.2268
C 4.4712 2.2184 -1.4918
C 2.1091 3.6851 -2.5562
C 2.6306 3.4000 0.3972
H 3.0762 0.5130 -5.9420
H 3.5785 1.7347 -4.7572
H 1.8654 1.4657 -5.0617
H 4.7619 -1.6404 -4.1097
H 4.4933 -1.4822 -2.3627
H 5.2231 -0.1492 -3.2592
H 2.2096 -2.3301 -5.0298
H 0.7401 -1.4988 -4.4809
H 1.6614 -2.4983 -3.3535
H 4.6941 2.0232 -2.5455
H 4.8679 1.3754 -0.9184
H 5.0131 3.1219 -1.1944
H 2.8490 3.6521 -3.3606
H 2.0856 4.7010 -2.1522
H 1.1349 3.4741 -2.9936
H 3.2485 2.8933 1.1413
H 1.6632 3.6209 0.8487
H 3.1145 4.3419 0.1261
C -3.1345 5.1467 -0.1026
C -3.7551 4.0966 -0.7704
C -2.9975 3.0793 -1.3301
C -1.6057 3.0655 -1.2269
C -1.0006 4.1378 -0.5817
C -1.7494 5.1640 -0.0219
N -0.8202 2.0093 -1.7767
C -0.9855 1.8908 -3.1567
C -1.3509 3.0203 -3.9289
C -1.5275 2.9537 -5.2988
C -1.3438 1.7625 -5.9921
C -0.9566 0.6509 -5.2641
C -0.7667 0.7149 -3.8888
H -3.7221 5.9427 0.3365
H -4.8345 4.0700 -0.8595
H -3.4950 2.2895 -1.8823
H 0.0779 4.1738 -0.5350
H -1.2434 5.9824 0.4764
H -1.4981 3.9706 -3.4348
H -1.8111 3.8532 -5.8328
H -1.4994 1.7074 -7.0615
H -0.7915 -0.2940 -5.7718
H -0.4890 -0.1788 -3.3650



Q: What is the formula in the first record?
A: C46H47Cl2N9



Q: Among the records above, which one has the lowest energy relative to the best compared isomer or geometry (same formula, charge and spin)?
A: C46H48AsBr2N5O4SSi2W



Q: What is the energy relative to the best compared isomer or geometry (same formula, charge and spin) in the second record?
A: 193.31 kJ/mol